[1]
{
  "formula": "C34H43BLaN7O4S6",
  "method": "ωB97M-V/def2-TZVPD",
  "charge": 0,
  "total_energy_ha": -4451.35610,
  "e_above_lowest_kj_mol": 48.7,
  "homo_energy_ev": -8.195,
  "elements": ["La", "C", "C", "C", "C", "C", "N", "N", "B", "N", "N", "C", "C", "C", "C", "C", "N", "N", "C", "C", "C", "C", "C", "H", "H", "H", "H", "H", "H", "H", "H", "H", "H", "H", "H", "H", "H", "H", "H", "H", "H", "H", "H", "H", "H", "C", "C", "S", "C", "C", "S", "C", "C", "S", "H", "H", "H", "H", "H", "H", "H", "H", "H", "H", "H", "H", "O", "N", "O", "O", "O", "C", "C", "C", "C", "C", "S", "C", "C", "C", "C", "S", "C", "C", "C", "C", "S", "H", "H", "H", "H", "H", "H", "H", "H", "H"],
  "coordinates": [[0.331, -0.587, -0.089], [2.934, -3.338, 1.597], [1.678, -3.089, 2.366], [1.253, -3.691, 3.559], [0.042, -3.100, 3.848], [-0.880, -3.348, 4.995], [-0.222, -2.200, 2.876], [0.792, -2.195, 1.961], [-1.441, -1.255, 2.764], [-0.954, 0.236, 2.768], [0.200, 0.643, 2.143], [0.407, 1.901, 2.493], [1.613, 2.666, 2.062], [-0.614, 2.345, 3.342], [-1.447, 1.260, 3.499], [-2.669, 1.127, 4.344], [-2.286, -1.642, 1.477], [-1.644, -1.995, 0.320], [-2.563, -2.421, -0.539], [-2.177, -2.908, -1.897], [-3.826, -2.345, 0.047], [-3.610, -1.859, 1.324], [-4.613, -1.577, 2.394], [3.047, -4.397, 1.356], [2.946, -2.795, 0.652], [3.809, -3.040, 2.180], [1.751, -4.456, 4.132], [-0.468, -4.137, 5.621], [-1.009, -2.456, 5.609], [-1.871, -3.660, 4.663], [-2.141, -1.408, 3.722], [2.444, 2.491, 2.749], [1.964, 2.392, 1.066], [1.396, 3.734, 2.051], [-0.735, 3.321, 3.780], [-3.016, 2.119, 4.631], [-3.481, 0.629, 3.817], [-2.469, 0.557, 5.254], [-1.193, -3.378, -1.881], [-2.893, -3.654, -2.242], [-2.164, -2.099, -2.630], [-4.772, -2.615, -0.391], [-5.350, -2.379, 2.442], [-4.148, -1.486, 3.371], [-5.151, -0.650, 2.180], [5.513, -1.509, -0.554], [5.297, -0.003, -0.424], [3.597, 0.571, -0.537], [3.671, 1.840, -1.812], [4.241, 1.440, -3.167], [3.411, 0.051, -3.972], [4.805, -0.992, -4.440], [5.706, -1.530, -3.331], [4.809, -2.331, -1.992], [6.592, -1.682, -0.526], [5.103, -2.033, 0.309], [5.710, 0.324, 0.532], [5.860, 0.527, -1.192], [2.646, 2.200, -1.929], [4.245, 2.683, -1.418], [4.167, 2.328, -3.799], [5.307, 1.221, -3.087], [4.337, -1.822, -4.973], [5.438, -0.476, -5.167], [6.412, -2.235, -3.774], [6.309, -0.723, -2.912], [0.483, -0.775, -2.449], [1.116, -1.908, -2.415], [1.244, -2.599, -3.368], [1.566, -2.235, -1.246], [-0.936, 1.108, -0.588], [-1.855, 1.970, -1.162], [-2.792, 2.516, -0.086], [-3.451, 1.777, 0.850], [-4.287, 2.566, 1.688], [-4.233, 3.892, 1.368], [-3.184, 4.175, 0.059], [-2.666, 1.226, -2.221], [-2.163, 0.651, -3.352], [-3.165, 0.053, -4.161], [-4.414, 0.199, -3.626], [-4.368, 1.055, -2.158], [-1.132, 3.129, -1.832], [-1.515, 3.858, -2.915], [-0.625, 4.934, -3.208], [0.415, 4.992, -2.331], [0.335, 3.736, -1.178], [-3.331, 0.705, 0.926], [-4.899, 2.172, 2.487], [-4.761, 4.704, 1.842], [-1.110, 0.659, -3.595], [-2.968, -0.463, -5.091], [-5.348, -0.160, -4.028], [-2.408, 3.629, -3.479], [-0.753, 5.627, -4.028], [1.230, 5.698, -2.320]],
  "lowdin_charge": [2.0222, -0.0250, -0.3331, 0.0176, -0.2702, -0.0240, 0.0162, -0.0152, -0.4793, 0.0294, -0.0464, -0.3439, -0.0427, 0.0268, -0.2786, -0.0207, 0.0284, -0.0606, -0.3247, -0.0041, 0.0226, -0.2789, -0.0101, 0.0902, 0.0357, 0.0815, 0.1087, 0.0795, 0.0819, 0.0832, 0.1033, 0.0842, 0.0129, 0.0773, 0.1143, 0.0855, 0.0512, 0.0875, 0.0766, 0.0869, 0.0677, 0.1160, 0.0866, 0.0555, 0.0823, -0.5398, -0.5109, 0.8328, -0.5297, -0.5248, 0.8788, -0.5459, -0.5362, 0.8717, 0.0821, 0.0458, 0.0786, 0.0612, 0.0360, 0.0853, 0.0782, 0.0611, 0.0729, 0.0779, 0.0746, 0.0609, -0.2295, -0.5591, 0.1094, -0.2665, -0.4368, -0.5859, -0.4865, -0.1471, -0.1864, -0.4111, 1.0727, -0.4528, -0.1341, -0.1842, -0.4193, 1.0726, -0.4945, -0.1223, -0.1713, -0.4095, 1.0570, 0.1011, 0.0960, 0.0619, 0.1133, 0.1031, 0.0599, 0.1229, 0.1002, 0.0623]
}

[2]
{
  "formula": "C11H16O3S",
  "method": "ωB97M-V/def2-TZVPD",
  "charge": 0,
  "total_energy_ha": -1052.46006,
  "e_above_lowest_kj_mol": 573.5,
  "homo_energy_ev": [-8.495, -8.494],
  "elements": ["C", "C", "C", "C", "C", "C", "C", "C", "C", "C", "C", "O", "O", "O", "S", "H", "H", "H", "H", "H", "H", "H", "H", "H", "H", "H", "H", "H", "H", "H", "H"],
  "coordinates": [[1.098, -0.888, -0.977], [0.139, -0.919, -1.924], [-0.109, 2.242, 1.890], [-1.274, -0.087, 1.633], [1.005, 0.013, 0.195], [-1.110, -0.176, -1.889], [-0.402, 0.400, 0.577], [2.370, -1.804, -1.095], [0.322, -1.937, -3.075], [0.884, 1.985, 3.048], [-2.726, 0.393, 1.439], [-0.884, 3.085, 1.841], [-0.847, -0.697, 2.600], [0.133, 2.084, -1.325], [-1.072, 1.380, -0.874], [1.461, -0.348, 1.229], [1.541, 1.055, 0.078], [-1.650, 0.168, -2.780], [-1.888, -0.772, -1.564], [2.098, -2.730, -1.280], [2.870, -1.655, -0.153], [3.069, -1.319, -1.943], [0.994, -2.678, -2.842], [0.448, -1.301, -3.965], [-0.669, -2.347, -3.160], [1.875, 2.190, 2.726], [0.845, 0.796, 3.192], [0.627, 2.545, 3.930], [-2.829, 1.364, 1.730], [-3.282, -0.055, 2.300], [-3.036, 0.013, 0.436]],
  "lowdin_charge": [-0.2198, -0.2767, -0.2164, -0.5034, -0.1856, -0.2829, -0.3166, -0.0163, -0.0130, 0.0037, -0.0176, 0.1595, 0.0425, -0.5041, 0.9715, 0.1536, 0.1447, 0.1009, 0.0675, 0.0012, 0.0605, 0.1450, 0.0326, 0.1027, 0.0738, 0.0639, 0.1227, 0.0782, 0.0346, 0.1045, 0.0888]
}

[3]
{
  "formula": "C3H2N2O3",
  "method": "ωB97M-V/def2-TZVPD",
  "charge": 0,
  "total_energy_ha": -450.71022,
  "e_above_lowest_kj_mol": 244.3,
  "homo_energy_ev": -10.325,
  "elements": ["O", "C", "N", "C", "O", "C", "O", "N", "H", "H"],
  "coordinates": [[-2.594, -1.177, -0.080], [-1.502, -0.597, 0.035], [-1.477, 0.786, 0.063], [-0.408, 1.472, -0.020], [0.829, 0.861, 0.081], [0.793, -0.512, -0.014], [1.950, -1.182, -0.081], [-0.268, -1.363, 0.188], [-0.129, 2.445, -0.219], [2.806, -0.734, 0.047]],
  "lowdin_charge": [0.0603, -0.4952, 0.1767, -0.0849, 0.0845, -0.3567, 0.1332, 0.2173, 0.1213, 0.1436]
}

Repeat the third record exactly.
{
  "formula": "C3H2N2O3",
  "method": "ωB97M-V/def2-TZVPD",
  "charge": 0,
  "total_energy_ha": -450.71022,
  "e_above_lowest_kj_mol": 244.3,
  "homo_energy_ev": -10.325,
  "elements": ["O", "C", "N", "C", "O", "C", "O", "N", "H", "H"],
  "coordinates": [[-2.594, -1.177, -0.080], [-1.502, -0.597, 0.035], [-1.477, 0.786, 0.063], [-0.408, 1.472, -0.020], [0.829, 0.861, 0.081], [0.793, -0.512, -0.014], [1.950, -1.182, -0.081], [-0.268, -1.363, 0.188], [-0.129, 2.445, -0.219], [2.806, -0.734, 0.047]],
  "lowdin_charge": [0.0603, -0.4952, 0.1767, -0.0849, 0.0845, -0.3567, 0.1332, 0.2173, 0.1213, 0.1436]
}

Question: What is the formula in the third record?
Answer: C3H2N2O3